Record 1
{
  "formula": "C4H6O2",
  "method": "ωB97M-V/def2-TZVPD",
  "de_lowest_ev": 2.828,
  "homo_energy_ev": -9.121,
  "fmax_ev_per_a": 5.4,
  "species": ["C", "O", "C", "C", "O", "C", "H", "H", "H", "H", "H", "H"],
  "xyz": [[0.65, 0.92, -0.82], [-0.68, 0.77, -1.15], [-1.26, 0.02, -0.07], [-0.09, -0.55, 0.76], [0.41, -1.76, 0.33], [1.00, 0.44, 0.40], [0.88, -1.20, -0.66], [1.20, 1.58, -1.48], [-1.86, 0.71, 0.53], [-1.90, -0.76, -0.50], [-0.34, -0.62, 1.82], [1.98, 0.46, 0.85]],
  "lowdin_charge": [-0.14, -0.08, -0.11, -0.45, -0.09, -0.03, 0.25, 0.13, 0.13, 0.13, 0.15, 0.11]
}

---

Record 2
{
  "formula": "C30H19Br4ClGeO4Pd",
  "method": "ωB97M-V/def2-TZVPD",
  "de_lowest_ev": 0.045,
  "homo_energy_ev": [-11.306, -11.309],
  "spin_multiplicity": 2,
  "s_squared": 0.755,
  "fmax_ev_per_a": 0.8,
  "total_charge": 1,
  "species": ["Pd", "Br", "C", "C", "Br", "C", "Br", "C", "O", "C", "O", "C", "Br", "Cl", "C", "C", "C", "C", "C", "C", "C", "O", "O", "H", "H", "H", "H", "C", "Ge", "C", "C", "C", "C", "C", "C", "C", "C", "C", "C", "C", "C", "C", "C", "C", "C", "H", "H", "H", "H", "H", "H", "H", "H", "H", "H", "H", "H", "H", "H", "H"],
  "xyz": [[-0.13, -1.67, 0.35], [5.16, -0.26, 5.00], [4.16, -0.85, 3.54], [4.88, -1.23, 2.30], [6.73, -1.13, 2.27], [4.22, -1.62, 1.18], [5.04, -2.09, -0.42], [2.77, -1.64, 1.19], [2.09, -1.89, 0.21], [2.03, -1.33, 2.50], [0.82, -1.46, 2.49], [2.81, -0.91, 3.64], [1.84, -0.44, 5.17], [-8.51, -2.45, -0.39], [-6.80, -2.32, -0.29], [-6.24, -1.57, 0.75], [-4.86, -1.47, 0.83], [-4.06, -2.10, -0.12], [-4.63, -2.84, -1.14], [-6.00, -2.95, -1.23], [-2.59, -1.97, -0.05], [-1.83, -2.54, -0.86], [-2.06, -1.23, 0.87], [-6.88, -1.09, 1.47], [-4.41, -0.89, 1.62], [-3.99, -3.33, -1.87], [-6.47, -3.52, -2.03], [-0.96, 1.17, 2.23], [-0.26, 0.80, 0.46], [-1.35, 1.44, -1.00], [-1.66, 2.80, -0.93], [-2.44, 3.39, -1.91], [-2.92, 2.63, -2.96], [-2.62, 1.28, -3.04], [-1.83, 0.69, -2.06], [1.66, 1.12, 0.38], [2.25, 1.59, 1.54], [3.63, 1.87, 1.59], [4.40, 1.67, 0.48], [3.84, 1.18, -0.73], [4.64, 0.96, -1.87], [4.09, 0.45, -3.01], [2.72, 0.15, -3.07], [1.92, 0.37, -1.98], [2.45, 0.89, -0.78], [-1.11, 2.25, 2.30], [-0.30, 0.85, 3.03], [-1.93, 0.68, 2.33], [-1.29, 3.42, -0.11], [-2.67, 4.45, -1.84], [-3.54, 3.09, -3.72], [-2.99, 0.68, -3.86], [-1.60, -0.37, -2.15], [1.66, 1.76, 2.43], [4.07, 2.26, 2.50], [5.47, 1.89, 0.50], [5.70, 1.19, -1.82], [4.71, 0.28, -3.89], [2.29, -0.25, -3.98], [0.86, 0.15, -2.04]],
  "lowdin_charge": [0.94, 0.85, -0.72, -0.71, 0.85, -0.66, 0.94, -0.33, 0.00, -0.35, 0.02, -0.68, 0.89, 0.71, -0.66, -0.08, 0.00, -0.14, 0.00, -0.08, -0.58, -0.03, -0.16, 0.11, 0.12, 0.13, 0.11, -0.18, 1.04, -0.30, -0.10, -0.07, -0.06, -0.06, -0.11, -0.24, -0.10, -0.06, -0.02, -0.18, -0.07, -0.07, -0.04, -0.04, -0.19, 0.04, 0.00, 0.03, 0.10, 0.11, 0.11, 0.11, 0.09, 0.10, 0.12, 0.12, 0.12, 0.11, 0.12, 0.08]
}

---

Record 3
{
  "formula": "C2H2F3NO",
  "method": "ωB97M-V/def2-TZVPD",
  "de_lowest_ev": 5.640,
  "homo_energy_ev": [-10.064, -8.892],
  "fmax_ev_per_a": 3.6,
  "species": ["C", "C", "N", "O", "F", "F", "F", "H", "H"],
  "xyz": [[1.24, 0.49, -0.10], [-1.87, -0.29, -0.02], [2.50, 0.62, -0.14], [0.30, 1.24, -0.38], [-1.05, -1.20, 0.32], [-2.35, 0.55, 0.84], [-2.70, -0.73, -0.97], [0.79, -0.53, 0.38], [3.13, -0.15, 0.08]],
  "lowdin_charge": [-0.51, -0.44, 0.10, 0.08, 0.18, 0.21, 0.16, 0.18, 0.04]
}

---

Record 4
{
  "formula": "C5H6ErLiO4",
  "method": "ωB97M-V/def2-TZVPD",
  "de_lowest_ev": 0.000,
  "homo_energy_ev": [-15.730, -15.730],
  "spin_multiplicity": 4,
  "s_squared": 3.754,
  "fmax_ev_per_a": 3.9,
  "total_charge": 2,
  "species": ["O", "C", "O", "O", "C", "Li", "H", "H", "C", "C", "H", "H", "Er", "O", "C", "H", "H"],
  "xyz": [[-1.95, 0.66, -2.27], [-0.90, 1.17, -1.80], [0.03, 1.61, -2.53], [-0.82, 1.23, -0.46], [0.47, 1.23, 0.15], [-1.14, 1.05, -4.01], [0.31, 1.60, 1.18], [1.11, 1.96, -0.36], [1.18, -0.15, 0.15], [0.20, -1.10, 0.73], [1.45, -0.41, -0.89], [2.08, -0.09, 0.79], [-2.36, -1.65, 1.89], [-0.66, -2.33, 2.63], [0.25, -1.60, 2.01], [1.06, -1.26, 2.67], [-0.30, -1.92, 0.12]],
  "lowdin_charge": [-0.08, -0.80, -0.04, -0.03, -0.15, 0.85, 0.14, 0.14, -0.10, -0.14, 0.15, 0.15, 2.12, -0.25, -0.25, 0.16, 0.14]
}

---

We obtain energy values of -8337.633; -392289.642; -13791.460; -41280.808 eV for the records listed above, in that order.